This record from the OMol25 dataset describes 10 unconnected molecules or ions with the total composition C34H70N10O13S at a distorted geometry. The level of theory is ωB97M-V with the def2-TZVPD basis set.

```
128
Properties=species:S:1:pos:R:3
C -10.6861 1.3893 0.5371
N -9.2889 1.3911 0.0171
C -9.1014 1.8466 -1.2470
C -7.8119 1.9158 -1.8721
C -6.7234 1.4489 -1.1649
C -6.9181 0.9361 0.1476
C -8.1586 0.8970 0.6906
C -5.2905 1.5223 -1.6758
C -4.6557 0.3981 -2.2258
C -3.3463 0.4418 -2.5428
N -2.6428 1.6228 -2.4757
C -3.2197 2.7229 -1.9275
C -4.6086 2.7079 -1.4732
C -1.2646 1.7872 -2.9007
H -10.7636 1.8493 1.5223
H -11.0869 0.3762 0.5049
H -11.4032 1.9435 -0.0684
H -9.9228 2.2653 -1.8096
H -7.7286 2.3968 -2.8355
H -6.1332 0.6602 0.8362
H -8.3736 0.5414 1.6874
H -5.2514 -0.5005 -2.2895
H -2.6496 -0.3687 -2.6981
H -2.5495 3.5328 -1.6800
H -5.0278 3.5670 -0.9707
H -1.3961 2.6260 -3.5843
H -0.9598 0.8435 -3.3530
H -0.7607 2.0140 -1.9612
C 3.3226 -1.6508 3.0442
C 2.7540 -3.0121 2.6620
O 3.4838 -3.9027 2.2808
N 1.2740 -3.1396 2.6879
H 0.9964 -3.0751 3.6569
H 0.8856 -2.3909 2.1323
C 0.7463 -4.5129 2.2590
H 4.2128 -1.8712 3.6333
H 2.7468 -1.1767 3.8390
H 3.4489 -1.0644 2.1341
H 1.0960 -4.8064 1.2693
H -0.3073 -4.4050 2.0014
H 0.7470 -5.2720 3.0413
C -2.8400 -0.7694 1.0562
C -2.3566 0.5809 1.5530
O -2.8340 1.6606 1.2995
N -1.0490 0.5393 2.3989
H -1.1515 -0.2537 3.0159
H -0.2361 0.2690 1.8639
C -0.8272 1.7273 3.3321
H -3.8828 -0.6555 0.7602
H -2.9056 -1.5485 1.8157
H -2.2594 -1.0391 0.1739
H -1.6661 1.8107 4.0230
H -0.4850 2.5791 2.7444
H 0.0665 1.4256 3.8785
S 0.9798 -0.8595 0.1503
O 0.1447 -2.0171 0.3536
O 2.3159 -1.3837 -0.1075
O 0.4230 -0.0151 -0.9216
O 1.0744 -0.0999 1.3791
O 6.8162 0.4706 -0.3007
C 5.9056 -0.3033 0.1068
N 4.7430 -0.2086 -0.4752
C 6.2032 -1.3380 1.0815
H 4.6075 0.4086 -1.2632
H 3.9288 -0.6814 -0.1097
H 7.2040 -1.7360 0.9138
H 5.4971 -2.1357 0.8507
H 6.1109 -0.8454 2.0494
O 4.0823 1.7947 -2.7457
C 3.0153 1.2062 -2.7333
N 1.9288 1.7914 -2.2885
C 2.9760 -0.2162 -3.3446
H 1.2075 1.1390 -2.0161
H 2.0190 2.7680 -2.0474
H 3.8054 -0.5439 -3.9713
H 2.1300 -0.3292 -4.0226
H 2.7682 -0.8811 -2.5062
O -2.9930 -2.6129 -1.4570
C -2.6783 -3.7438 -1.2943
N -1.4871 -4.0848 -0.8761
C -3.7700 -4.8979 -1.4481
H -1.3022 -4.9583 -0.4040
H -1.0172 -3.2534 -0.5474
H -3.8941 -5.0405 -2.5216
H -4.6649 -4.7211 -0.8513
H -3.3624 -5.8381 -1.0766
O -0.0333 -1.6776 -5.4896
C -0.7030 -1.9838 -4.5554
N -0.2962 -1.8088 -3.3514
C -1.9361 -2.8022 -4.7137
H 0.4309 -1.1540 -3.1012
H -0.7211 -2.2269 -2.5361
H -2.6501 -2.3634 -5.4107
H -2.4643 -2.9217 -3.7678
H -1.7525 -3.8104 -5.0850
O 3.2872 -5.8074 -1.6023
C 3.1688 -4.6686 -1.2864
N 2.0692 -4.0379 -0.9730
C 4.4731 -3.9002 -1.0937
H 2.2031 -3.0674 -0.7276
H 1.1764 -4.4993 -0.8720
H 4.4681 -2.8107 -1.0610
H 5.2196 -4.2080 -1.8258
H 4.8453 -4.2016 -0.1145
C 4.4121 6.8124 1.9192
O 3.8338 6.0134 0.8704
C 4.6804 5.0874 0.1522
C 4.1370 3.5799 0.1789
N 4.0671 3.1731 1.5092
C 3.0802 2.0458 1.6925
C 2.9435 1.8372 3.2303
O 2.4453 3.0590 3.8073
C 2.9174 3.1290 5.1012
H 5.3125 7.3274 1.5843
H 4.6950 6.3008 2.8391
H 3.7814 7.6148 2.3021
H 5.5182 5.0564 0.8489
H 5.0324 5.3431 -0.8472
H 4.7871 2.9774 -0.4554
H 3.3021 3.5626 -0.5217
H 3.6526 3.9486 2.0059
H 3.3045 1.1216 1.1600
H 2.0853 2.3680 1.3852
H 3.6763 1.2106 3.7386
H 2.1458 1.1464 3.5033
H 2.2807 3.7304 5.7501
H 3.8726 3.6195 4.9138
H 3.2782 2.2295 5.5999
```

The calculation puts the maximum force at 5.830 eV/A. For the LUMO energy (alpha / beta), the calculation gives -8.417 / -10.027 eV. Its multiplicity is 2. The HOMO energy (alpha / beta) comes out at -0.523 / -0.523 Eh. Its charge is +3. The value obtained for the total energy is -88718.7418 eV. Its orbital gap (alpha / beta) is 0.2135 / 0.1542 Eh.

This record from the OMol25 dataset describes a molecular structure, C26H50MnNP3S at a distorted geometry. The level of theory is ωB97M-V with the def2-TZVPD basis set.

```
82
Properties=species:S:1:pos:R:3
Mn 0.1629 -0.0533 -1.1245
P 2.2114 0.7517 0.4328
P -2.2591 0.8120 0.4358
P 0.7997 1.8428 -2.7954
H 1.1312 -5.2986 -0.1841
C 1.8977 -4.5277 -0.1808
C 2.4621 -4.0225 0.9263
H 2.1876 -4.2927 1.9567
C 2.5429 -0.4325 1.8113
C 2.2721 2.3858 1.2955
C 3.9110 0.7055 -0.2998
C -3.2170 0.2704 -1.0232
C -3.5481 1.1091 1.6887
C -1.8008 2.5013 -0.0804
C 2.1030 0.8602 -3.6104
C 1.4839 3.3349 -2.0755
C -0.3186 2.2952 -4.1563
H 1.9777 -3.9991 -1.1537
H 3.3701 -3.3953 0.9079
H 2.0005 -1.3637 1.5961
H 2.2243 -0.0482 2.7931
H 3.6195 -0.6669 1.8538
H 1.4260 2.4937 1.9830
H 2.2032 3.2081 0.5757
H 3.2009 2.5214 1.8692
H 4.0464 -0.2646 -0.7975
H 4.6769 0.7994 0.4873
H 4.0587 1.5037 -1.0385
H -4.2704 0.4349 -0.7456
H -3.0375 -0.7740 -1.3224
H -2.9431 0.9374 -1.8588
H -4.5090 0.9004 1.2039
H -3.5078 2.1619 1.9990
H -3.4227 0.4410 2.5532
H -2.6504 3.1354 0.2157
H -1.7299 2.5236 -1.1846
H -0.8729 2.8941 0.3620
H 2.1248 1.0923 -4.6854
H 1.8580 -0.2136 -3.5140
H 3.1004 1.0514 -3.1873
H 1.7869 4.0522 -2.8354
H 2.3178 3.0627 -1.4319
H 0.7092 3.7672 -1.4414
H 0.2278 2.7570 -4.9964
H -1.0670 3.0274 -3.8239
H -0.8371 1.4006 -4.5396
C -0.4737 -2.6021 -3.5694
C -1.4379 -2.1706 -4.5003
C -1.4476 -2.7234 -5.7827
C -0.4550 -3.6233 -6.1887
C 0.5799 -3.9303 -5.2968
C 0.6205 -3.3618 -4.0237
S -0.5443 -2.2071 -1.9003
H 0.3041 1.5644 -1.1615
H -2.1549 -1.4199 -4.1745
H -2.2562 -2.4630 -6.4588
H -0.4800 -4.0896 -7.1786
H 1.3894 -4.5871 -5.6039
H 1.4768 -3.4340 -3.3497
C -0.4590 1.0090 5.7873
N -1.2506 1.3948 4.5876
C -1.7662 2.7788 4.7821
C -0.5108 1.2168 3.2531
C -0.7053 -0.1817 2.6941
C -0.3400 -1.2385 3.5269
C -0.7864 -2.5399 3.2823
C -1.4448 -2.8054 2.0780
C -1.6452 -1.7912 1.1486
C -1.2537 -0.4513 1.3886
H 0.5060 1.5262 5.7454
H -0.3412 -0.0735 5.8100
H -1.0235 1.3323 6.6668
H -2.0709 0.7661 4.5466
H -0.9144 3.4709 4.8077
H -2.4288 3.0164 3.9413
H -2.3029 2.7931 5.7390
H -0.8794 2.0135 2.5956
H 0.5461 1.4195 3.4887
H 0.3432 -1.0758 4.3755
H -0.6053 -3.3166 4.0398
H -1.7809 -3.8153 1.8426
H -2.1104 -2.0824 0.2013
```

The calculation puts the maximum force at 2.502 eV/A. For the LUMO energy (alpha / beta), the calculation gives -9.179 / -9.285 eV. Its multiplicity is 5. The HOMO energy (alpha / beta) comes out at -0.535 / -0.534 Eh. The energy relative to the best compared isomer or geometry (same formula, charge and spin) is 14.0 kJ/mol. Its charge is +3. The value obtained for the total energy is -99256.7409 eV. Its orbital gap (alpha / beta) is 0.1974 / 0.1929 Eh.

This record from the OMol25 dataset describes C5H4F2N2O in the gas phase at a distorted geometry. The level of theory is ωB97M-V with the def2-TZVPD basis set.

```
14
Properties=species:S:1:pos:R:3
N 0.2410 0.1166 2.3274
C 0.1776 0.0817 1.0141
C 1.0244 0.9005 0.2243
F 1.6834 1.7927 0.9287
C 0.9288 1.0695 -1.1186
N 0.1116 0.2692 -1.8779
C -0.7584 -0.6399 -1.2204
O -1.5344 -1.3316 -1.7838
C -0.5382 -0.7741 0.1845
F -1.2716 -1.6560 0.8409
H -0.3177 -0.6613 2.7385
H 0.1073 1.2415 2.7220
H 1.3754 1.8731 -1.8468
H -0.0691 0.4417 -2.9202
```

The calculation puts the maximum force at 5.285 eV/A. For the LUMO energy, the calculation gives 0.417 eV. The HOMO energy comes out at -0.298 Eh. The energy relative to the best compared isomer or geometry (same formula, charge and spin) is 50.9 kJ/mol. The value obtained for the total energy is -15710.8149 eV. Its orbital gap is 0.3133 Eh.

This record from the OMol25 dataset describes a molecular structure, C22H36ClNOP2W at a distorted geometry. The level of theory is ωB97M-V with the def2-TZVPD basis set.

```
64
Properties=species:S:1:pos:R:3
W 0.0473 0.0066 0.0404
P -1.6361 -0.5902 1.8028
P 1.9597 0.6123 -1.4740
N -1.2145 0.0492 -1.3156
H -0.0102 1.6700 0.7990
C -2.4062 0.7054 2.8531
H -3.1671 0.2461 3.5086
H -2.8954 1.4500 2.2066
H -1.6392 1.1937 3.4708
C -1.1210 -1.8855 2.9841
H -1.9498 -2.0754 3.6910
H -0.2167 -1.5706 3.5259
H -0.9090 -2.8073 2.4225
C -3.1076 -1.3416 0.9915
H -3.8315 -1.6643 1.7593
H -2.8066 -2.2185 0.4017
H -3.5888 -0.6144 0.3214
C 2.4233 2.3577 -1.8020
H 3.1765 2.3503 -2.5914
H 2.9171 2.7406 -0.8921
H 1.5050 2.9155 -2.0326
C 3.4184 -0.5060 -1.3160
H 4.1474 -0.1859 -2.0764
H 3.1491 -1.5722 -1.4328
H 3.9000 -0.3736 -0.3467
C 1.4184 0.0959 -3.2050
H 2.2341 0.2911 -3.9153
H 0.5404 0.6524 -3.5512
H 1.1785 -0.9706 -3.2968
C -2.1773 -0.0297 -2.2288
C -4.0188 0.9511 -3.5052
C -3.0523 1.0748 -2.5163
C -2.3514 -1.2540 -2.9560
C -3.3221 -1.3544 -3.9430
C -4.1537 -0.2562 -4.2191
H -4.6811 1.7933 -3.7363
H -2.9185 1.9943 -1.9425
H -1.6865 -2.0816 -2.7023
H -3.4239 -2.2913 -4.4965
H -4.9149 -0.3464 -5.0004
C 2.0237 -0.1264 2.6675
O 1.4710 -0.7708 1.7037
C 1.3121 0.9466 3.3961
H 2.0043 1.5540 4.0111
H 0.5271 0.4986 4.0371
H 0.8436 1.6964 2.7347
C 3.3283 -0.6803 3.1205
H 4.0972 0.0934 3.1839
H 3.7074 -1.4187 2.3993
H 3.2239 -1.0423 4.1568
Cl 5.3506 1.9895 -1.6909
C 5.4145 1.7835 0.0727
C 6.6618 1.4463 0.5789
C 6.7559 1.4310 2.0149
C 5.7062 1.8475 2.9048
C 4.4767 2.1497 2.3100
C 4.3058 1.8262 0.9557
C 1.7335 1.0603 0.3652
H 7.4767 1.2865 -0.1307
H 7.7122 1.0551 2.4412
H 5.8300 1.9238 4.0194
H 3.5724 2.4991 2.8773
H 1.9155 2.1511 0.5651
H 3.2627 1.0946 0.6169
```

The calculation puts the maximum force at 4.049 eV/A. For the LUMO energy (alpha / beta), the calculation gives -0.463 / -0.400 eV. Its multiplicity is 3. The HOMO energy (alpha / beta) comes out at -0.175 / -0.236 Eh. The value obtained for the total energy is -59851.6614 eV. Its orbital gap (alpha / beta) is 0.1579 / 0.2211 Eh.